*w*
C5H4O in the gas phase. Source: the OMol25 dataset; level of theory: ωB97M-V/def2-TZVPD.

- M: 80.09 g mol⁻¹
- SMILES: C#CC(=O)C=C
- Orbital gap: 9.3035 eV
- Multiplicity: 1

Last columns: bonded neighbours and bond lengths (Å).
Element x y z (Å)
1 C -2.1703 -0.4930 0.1918  C2 1.330, H7 1.001
2 C -0.8714 -0.7810 0.1997  C1 1.330, C3 1.427
3 C 0.3207 -0.7931 -0.5845  C2 1.427, O4 1.246, C5 1.397
4 O 0.5590 -1.7942 -1.2876  C3 1.246
5 C 1.2565 0.2224 -0.3701  C3 1.397, C6 1.403, H8 1.112
6 C 0.6724 1.1743 0.4797  C5 1.403, H9 1.004, H10 1.132
7 H -3.0949 -0.7598 0.4673  C1 1.001
8 H 2.2970 0.4334 -0.7024  C5 1.112
9 H 1.3422 1.9031 0.6456  C6 1.004
10 H -0.3112 0.8878 0.9605  C6 1.132

---

*x*
C5H4O in the gas phase. Source: the OMol25 dataset; level of theory: ωB97M-V/def2-TZVPD.

- M: 80.09 g mol⁻¹
- SMILES: C1=CC1=C1CO1
- Orbital gap: 9.5973 eV
- Multiplicity: 1

Last columns: bonded neighbours and bond lengths (Å).
Element x y z (Å)
1 C 1.9552 -0.8570 0.0261  C2 1.279, C3 1.497, H7 1.007
2 C 1.8422 0.4152 -0.0366  C1 1.279, C3 1.848, H8 1.014
3 C 0.4600 -0.8111 -0.0260  C1 1.497, C2 1.848, C4 1.262
4 C -0.7140 -0.3695 -0.1665  C3 1.262, C5 1.452, O6 1.408
5 C -1.7592 0.6187 0.0308  C4 1.452, O6 1.409, H9 1.139, H10 1.055
6 O -2.0588 -0.7572 -0.0101  C4 1.408, C5 1.409
7 H 2.5240 -1.6784 0.1502  C1 1.007
8 H 2.1316 1.3455 -0.3159  C2 1.014
9 H -2.0578 0.9904 1.0651  C5 1.139
10 H -2.3232 1.1035 -0.7172  C5 1.055

---

*y*
C5H4O in the gas phase. Source: the OMol25 dataset; level of theory: ωB97M-V/def2-TZVPD.

- M: 80.09 g mol⁻¹
- SMILES: C=C=C=C=CO
- Orbital gap (alpha / beta): 8.5829 / 8.5836 eV
- Multiplicity: 1

Last columns: bonded neighbours and bond lengths (Å).
Element x y z (Å)
1 C 1.7902 0.3854 0.9456  C2 1.331, H7 1.105, H8 1.084
2 C 1.7589 0.6514 -0.3581  C1 1.331, C3 1.301
3 C 0.7160 0.3769 -1.0866  C2 1.301, C4 1.277
4 C -0.4687 -0.0525 -1.2919  C3 1.277, C5 1.344
5 C -1.2860 -0.7003 -0.4441  C4 1.344, O6 1.335, H9 1.089
6 O -2.3117 -0.1783 0.2330  C5 1.335, H10 0.970
7 H 0.8522 -0.0417 1.3436  C1 1.105
8 H 2.6013 0.5218 1.6522  C1 1.084
9 H -1.1808 -1.7657 -0.2471  C5 1.089
10 H -2.3014 0.7857 0.1215  O6 0.970

---

The most stable structure shown above is *w*; the least stable is *x*.